# C45H58Cl2F4O21

A 7-piece molecular cluster, C45H58Cl2F4O21 overall at a distorted geometry (ωB97M-V with the def2-TZVPD basis set, OMol25).

The geometry in XYZ format:
```
130
Properties=species:S:1:pos:R:3:forces:R:3:mulliken_charge:R:1
C 10.362 3.544 2.090 -0.1 -0.1 0.5 -0.635
O 10.066 2.569 1.087 -0.3 0.0 0.5 -0.336
C 8.767 2.006 1.306 -0.4 -0.5 -0.4 -0.555
C 8.395 0.959 0.200 0.2 -0.1 0.2 -0.480
C 6.827 0.879 -0.083 1.2 0.0 0.1 -0.640
C 6.307 -0.579 0.147 -0.7 0.8 -0.3 -0.346
C 4.769 -0.755 -0.129 0.3 -0.1 0.1 -0.627
C 4.248 -2.185 0.354 -0.1 1.0 0.1 -0.508
C 3.028 -2.009 1.339 -0.7 0.2 -1.1 -0.126
C 1.915 -3.095 1.152 0.6 -1.1 0.8 -0.825
C 0.739 -3.044 2.204 -0.1 0.4 -0.7 -0.317
C 0.496 -1.639 2.880 -1.4 -0.8 0.1 -0.718
C -1.086 -1.454 3.036 0.9 0.4 0.0 -1.057
C -1.673 -0.509 1.942 -0.1 -0.2 0.9 0.818
C -2.724 0.278 2.275 1.0 0.4 -1.6 -0.960
C -3.308 1.208 1.170 0.7 -0.9 1.3 -0.037
O -4.513 1.285 1.089 0.3 0.7 -0.4 -0.701
C -2.271 1.868 0.252 1.7 0.0 -1.1 -0.096
C -1.134 1.016 -0.105 -0.7 1.2 -0.1 0.362
C -0.129 1.507 -0.991 -1.2 0.7 0.5 -1.127
C -0.242 2.851 -1.500 -0.4 -0.4 0.5 0.484
Cl 1.071 3.316 -2.625 -1.1 -0.4 1.0 -0.192
C -1.328 3.760 -1.139 1.1 -2.1 0.8 0.165
C -1.270 5.175 -1.738 0.9 0.1 -1.4 0.073
F -2.205 6.071 -1.285 0.5 -0.9 -0.1 -0.267
F -0.041 5.789 -1.520 -1.2 -0.7 0.4 -0.282
C -1.449 5.144 -3.335 -0.8 1.4 -0.4 -0.043
F -1.839 3.914 -3.802 0.8 0.8 0.4 -0.242
F -0.324 5.625 -3.974 -1.0 -1.1 0.5 -0.238
C -2.342 3.220 -0.259 -0.4 -0.6 0.3 1.401
C -3.563 4.074 0.166 -0.1 1.3 -0.7 -1.372
C -3.259 5.153 1.299 0.4 -1.3 0.6 0.186
C -1.756 5.305 1.685 -0.2 1.2 0.7 -1.210
Cl -4.073 6.759 0.950 0.5 -0.8 0.1 -0.188
C -1.061 -0.420 0.510 -0.8 1.4 0.9 0.244
O -0.577 -1.349 -0.068 0.1 -0.1 -0.1 -0.484
H 11.466 3.639 2.248 -0.9 -0.1 -0.5 0.250
H 9.912 4.532 1.799 0.4 -0.7 0.4 0.236
H 9.944 3.198 3.076 0.3 0.5 -0.8 0.285
H 8.763 1.477 2.296 -0.1 0.6 -0.6 0.265
H 7.978 2.803 1.317 0.7 -0.4 0.1 0.307
H 8.970 1.187 -0.735 -0.5 0.0 0.8 0.351
H 8.760 -0.042 0.548 -0.3 0.7 -0.3 0.307
H 6.705 1.229 -1.141 -0.4 -0.4 0.9 0.278
H 6.340 1.615 0.603 0.0 -0.6 -0.6 0.394
H 6.486 -0.853 1.217 0.1 0.1 -0.8 0.341
H 6.888 -1.251 -0.523 -0.4 0.3 0.7 -0.030
H 4.205 0.073 0.387 0.6 -0.8 -0.2 0.477
H 4.544 -0.617 -1.220 0.3 -0.2 0.9 0.204
H 3.962 -2.733 -0.572 0.0 0.2 1.0 0.327
H 5.101 -2.726 0.844 -0.8 0.3 -0.4 0.452
H 3.328 -1.923 2.411 -0.1 -0.2 -0.8 0.179
H 2.557 -1.024 1.060 0.4 -0.8 0.4 -0.106
H 1.495 -3.130 0.114 0.5 0.4 0.8 0.259
H 2.420 -4.093 1.290 -0.5 0.8 -0.2 0.378
H 0.848 -3.812 3.011 0.1 0.6 -0.6 0.472
H -0.193 -3.324 1.645 0.8 0.2 0.6 -0.076
H 0.847 -0.770 2.282 0.2 -0.7 0.5 0.273
H 0.960 -1.645 3.899 -0.3 0.3 -0.9 0.517
H -1.288 -0.985 4.037 -0.1 -0.3 -1.0 0.425
H -1.576 -2.455 3.041 0.3 0.7 -0.1 0.395
H -3.160 0.225 3.291 0.0 0.2 -0.9 0.429
H 0.732 0.862 -1.270 -0.8 0.6 0.2 0.642
H -2.261 5.867 -3.608 0.6 -0.7 0.4 0.309
H -4.445 3.495 0.509 0.9 0.0 -0.4 0.552
H -3.903 4.622 -0.752 0.2 -0.5 0.9 0.455
H -3.778 4.778 2.218 0.4 0.6 -0.8 0.426
H -1.360 4.426 2.259 -0.5 0.5 -0.8 0.294
H -1.701 6.163 2.411 0.0 -0.7 -0.6 0.435
H -1.076 5.573 0.848 -0.5 -0.4 0.5 0.220
O 5.093 -2.722 -2.386 0.5 -0.2 -0.4 -0.516
C 6.094 -3.353 -2.533 -0.4 0.1 -0.1 0.512
O 6.223 -4.391 -3.399 0.0 0.3 0.4 -0.306
C 7.608 -4.733 -3.454 0.3 -0.4 -0.3 -0.291
C 8.128 -4.220 -2.140 0.5 -0.2 0.3 -0.399
O 7.251 -3.130 -1.858 -0.3 -0.1 -0.3 -0.268
H 7.739 -5.808 -3.566 -0.2 0.1 -0.1 0.309
H 8.061 -4.230 -4.310 0.0 0.0 0.0 0.223
H 8.043 -4.958 -1.338 0.0 0.0 0.0 0.260
H 9.161 -3.882 -2.201 -0.1 0.2 0.1 0.336
O 7.916 -7.412 -5.643 -0.1 0.2 -0.1 -0.517
C 7.234 -6.852 -6.443 0.2 -0.3 0.2 0.657
O 7.080 -5.502 -6.508 0.0 -0.4 -0.1 -0.283
C 6.385 -5.212 -7.718 -0.1 0.6 -0.3 -0.318
C 5.660 -6.499 -8.002 -0.5 -0.1 -0.4 -0.334
O 6.508 -7.477 -7.405 0.2 0.3 0.3 -0.325
H 5.707 -4.370 -7.584 0.1 0.0 0.2 0.307
H 7.113 -4.960 -8.492 0.0 -0.1 0.0 0.242
H 4.679 -6.542 -7.523 0.1 0.0 0.0 0.268
H 5.542 -6.686 -9.068 0.1 -0.2 0.1 0.300
O -3.580 13.748 0.370 0.0 -0.2 0.0 -0.505
C -3.434 12.577 0.511 -0.1 0.5 -0.1 0.585
O -2.271 11.987 0.901 -0.4 0.0 -0.1 -0.335
C -2.558 10.618 1.173 0.4 -0.4 0.3 -0.255
C -3.792 10.367 0.351 -0.3 -0.5 -0.2 -0.033
O -4.409 11.650 0.303 0.4 0.2 0.1 -0.346
H -1.725 9.980 0.882 0.1 0.2 0.0 0.269
H -2.738 10.500 2.244 0.0 0.0 0.0 0.259
H -3.559 10.049 -0.669 0.0 0.0 0.0 0.218
H -4.456 9.634 0.806 -0.1 0.2 0.0 0.148
O -0.834 -7.148 1.302 -0.1 0.1 -0.2 -0.513
C -1.508 -6.598 0.492 0.3 -0.3 0.3 0.572
O -1.683 -5.250 0.425 -0.1 -0.4 -0.1 -0.196
C -2.357 -4.970 -0.799 0.0 0.5 -0.2 -0.283
C -3.055 -6.269 -1.101 -0.4 -0.1 -0.3 -0.369
O -2.205 -7.234 -0.488 0.2 0.3 0.2 -0.338
H -3.052 -4.140 -0.679 0.1 0.0 0.2 0.290
H -1.617 -4.705 -1.558 0.0 0.0 0.0 0.242
H -4.045 -6.329 -0.643 0.0 0.0 0.0 0.262
H -3.148 -6.456 -2.169 0.1 -0.2 0.1 0.308
O -9.995 -1.112 2.854 0.1 0.1 -0.1 -0.533
C -9.263 -0.331 2.331 -0.1 -0.2 0.1 0.630
O -9.561 0.978 2.121 0.1 -0.4 0.0 -0.339
C -8.365 1.624 1.690 0.1 0.5 -0.1 -0.346
C -7.563 0.490 1.117 0.6 0.1 -0.4 0.341
O -8.023 -0.634 1.868 -0.5 0.2 0.2 -0.302
H -8.584 2.397 0.954 -0.2 -0.1 0.1 0.312
H -7.880 2.086 2.554 0.0 -0.1 0.0 0.296
H -7.778 0.319 0.058 -0.1 0.0 0.1 0.206
H -6.492 0.631 1.242 -0.2 -0.2 0.1 -0.161
O -13.024 -6.583 5.531 0.1 0.2 -0.2 -0.517
C -12.613 -5.708 4.838 -0.1 -0.3 0.3 0.619
O -12.974 -5.521 3.540 0.2 0.0 0.3 -0.331
C -12.456 -4.256 3.131 -0.1 0.3 -0.5 -0.301
C -11.308 -4.045 4.079 0.5 0.5 0.0 -0.125
O -11.720 -4.765 5.240 -0.4 -0.3 -0.2 -0.323
H -12.139 -4.284 2.090 -0.1 -0.2 0.0 0.277
H -13.237 -3.500 3.244 0.0 0.0 0.0 0.269
H -10.375 -4.476 3.709 -0.1 0.0 0.0 0.214
H -11.145 -2.994 4.309 0.0 -0.1 0.1 0.225
```
Positions in Å, forces in eV/Å.

Charge: 0

# C45H58N9P3SeTa

C45H58N9P3SeTa as an isolated structure (ωB97M-V with the def2-TZVPD basis set, OMol25).

The geometry in XYZ format:
```
117
Properties=species:S:1:pos:R:3:forces:R:3:mulliken_charge:R:1
Ta -0.346 0.143 -0.323 0.7 -0.5 -0.5 0.281
C 4.517 1.144 -1.611 0.0 0.1 0.0 -1.270
C 3.046 1.570 -1.562 0.1 0.0 0.0 1.026
C 2.760 2.737 -2.509 0.0 0.0 0.0 -1.502
P 1.872 0.173 -1.792 -0.2 0.1 0.0 1.293
C 1.853 -0.482 -3.509 0.1 0.0 -0.1 0.994
C 1.152 0.520 -4.450 0.0 0.0 0.0 -1.836
C 3.189 -0.872 -4.155 0.0 0.0 -0.1 -1.386
C 2.418 -1.088 -0.616 -0.1 -0.1 -0.1 -0.625
C 3.208 -2.198 -0.945 0.0 0.0 0.0 -0.536
C 3.698 -3.059 0.020 0.0 -0.1 0.0 0.284
C 4.619 -4.192 -0.331 0.0 0.0 0.0 -1.711
C 3.323 -2.822 1.352 0.1 0.0 0.0 -1.067
C 2.495 -1.777 1.699 0.1 0.0 0.0 -0.242
C 2.051 -0.876 0.723 -0.4 0.3 0.2 -0.104
N 1.153 0.213 1.030 -0.1 0.3 0.1 0.840
C 1.269 0.885 2.304 0.2 -0.3 -0.5 0.205
C 2.412 0.858 3.085 0.1 0.0 0.1 -0.403
C 2.383 1.409 4.362 0.1 0.0 0.0 -1.153
C 1.234 1.994 4.889 0.0 0.0 0.0 0.339
C 1.201 2.544 6.289 0.0 0.0 -0.1 -1.707
C 0.134 2.108 4.041 0.0 0.0 0.0 -0.386
C 0.161 1.591 2.750 -0.2 0.1 0.2 -0.441
P -0.995 2.079 1.467 0.1 -0.1 0.0 0.316
C -0.396 3.794 1.069 -0.1 0.1 0.1 0.640
C 1.032 3.761 0.537 0.0 0.0 0.1 -1.607
C -0.514 4.769 2.242 0.0 0.1 0.0 -1.480
C -2.640 2.358 2.221 -0.1 0.0 0.0 0.677
C -3.204 1.161 2.985 0.0 0.1 0.0 -1.380
C -3.632 2.966 1.222 0.0 0.0 0.1 -1.514
H 5.124 1.990 -1.284 0.0 0.0 0.0 0.463
H 4.735 0.310 -0.945 0.0 0.0 0.0 0.294
H 4.842 0.885 -2.616 0.0 0.0 0.0 0.269
H 2.828 1.869 -0.533 0.0 0.1 0.1 -0.016
H 3.098 2.511 -3.521 0.0 0.0 0.0 0.377
H 1.702 3.004 -2.561 0.0 0.0 0.0 0.271
H 3.312 3.616 -2.173 0.0 0.0 0.0 0.502
H 1.232 -1.377 -3.410 0.0 0.0 -0.1 0.384
H 1.887 1.190 -4.895 0.0 0.0 0.0 0.476
H 0.677 -0.024 -5.268 0.0 0.0 0.0 0.480
H 0.402 1.139 -3.967 -0.1 0.0 0.1 0.347
H 3.887 -0.038 -4.176 0.0 0.0 0.0 0.303
H 3.681 -1.729 -3.706 0.0 0.0 0.0 0.355
H 2.982 -1.137 -5.194 0.0 0.0 0.0 0.473
H 3.492 -2.366 -1.972 0.0 0.0 0.0 0.021
H 4.618 -4.394 -1.401 0.0 0.0 0.0 0.401
H 5.643 -3.951 -0.036 0.0 0.0 0.0 0.328
H 4.339 -5.104 0.195 0.0 0.0 0.0 0.422
H 3.675 -3.493 2.128 0.0 0.0 0.0 0.493
H 2.196 -1.660 2.730 0.0 0.1 0.0 0.697
H 3.328 0.416 2.722 0.0 -0.1 0.0 0.676
H 3.282 1.367 4.966 0.0 0.0 0.0 0.486
H 1.812 1.944 6.961 0.0 0.0 0.0 0.431
H 1.594 3.563 6.312 0.0 0.0 0.0 0.309
H 0.186 2.571 6.680 0.0 0.0 0.0 0.431
H -0.747 2.630 4.396 0.0 0.0 0.0 0.529
H -1.078 4.150 0.297 0.0 0.0 0.0 0.521
H 1.737 3.496 1.327 0.0 0.0 0.0 0.277
H 1.156 3.046 -0.277 0.1 0.0 0.0 -0.125
H 1.311 4.746 0.157 0.0 0.0 0.0 0.720
H 0.050 4.435 3.112 0.0 0.0 0.0 0.346
H -0.086 5.724 1.931 0.0 0.0 0.0 0.484
H -1.544 4.963 2.533 0.0 0.0 0.0 0.405
H -2.400 3.130 2.958 0.0 0.0 0.0 0.939
H -3.417 0.320 2.330 0.0 0.0 0.0 0.042
H -2.539 0.844 3.791 0.0 0.0 0.0 0.260
H -4.148 1.458 3.444 0.0 0.0 0.0 0.652
H -3.943 2.243 0.473 0.0 0.0 0.0 0.230
H -4.523 3.282 1.765 0.0 0.0 0.0 0.549
H -3.235 3.853 0.724 0.0 0.0 0.0 0.303
Se -4.834 0.202 -6.815 0.0 0.0 -0.1 0.382
N -4.154 1.498 -5.811 0.0 -0.2 0.0 -0.827
C -3.414 0.911 -4.905 0.2 0.2 0.2 0.634
C -2.663 1.644 -3.884 -0.2 -0.1 -0.3 0.964
C -2.633 3.038 -3.836 -0.1 0.1 -0.1 -0.947
C -1.845 3.653 -2.891 0.0 0.0 0.1 -1.373
C -1.145 2.865 -1.985 -0.1 0.0 -0.2 -0.564
N -1.202 1.533 -1.981 0.2 0.1 0.2 0.727
C -1.933 0.927 -2.948 0.1 -0.1 0.0 -1.072
C -1.851 -0.523 -3.018 0.0 0.2 0.1 -0.312
N -1.063 -1.123 -2.104 0.4 -0.2 0.3 1.274
C -0.868 -2.443 -2.195 -0.1 0.1 -0.2 -0.170
C -1.484 -3.228 -3.158 0.0 0.0 0.1 -1.430
C -2.335 -2.624 -4.060 0.0 -0.1 -0.1 -0.963
C -2.510 -1.243 -4.007 -0.2 0.1 -0.3 0.835
C -3.341 -0.513 -4.965 0.2 -0.2 0.2 0.582
N -4.020 -1.097 -5.920 -0.1 0.2 0.0 -0.826
H -3.206 3.604 -4.560 0.0 0.0 0.0 0.612
H -1.762 4.729 -2.838 0.0 0.0 0.0 0.645
H -0.508 3.321 -1.254 0.1 0.0 0.0 0.398
H -0.176 -2.880 -1.492 0.0 0.0 0.0 0.277
H -1.292 -4.292 -3.187 0.0 0.0 0.0 0.650
H -2.852 -3.192 -4.824 0.0 0.0 0.0 0.634
N -3.665 -0.005 -0.206 0.1 0.1 -0.1 -0.962
C -2.517 0.120 -0.188 -0.4 -0.1 0.3 1.257
C -2.774 -3.321 3.204 0.1 0.0 0.0 -0.980
N -1.390 -2.949 3.528 0.0 0.0 -0.1 0.227
C -0.515 -4.095 3.279 0.0 0.0 0.0 -0.903
N -0.627 -4.612 1.912 0.0 0.0 0.0 0.198
C -2.026 -4.953 1.636 0.0 0.0 0.0 -0.956
N -2.922 -3.818 1.835 0.0 0.0 0.0 0.205
C -2.739 -2.775 0.846 0.2 -0.2 0.1 -1.154
P -1.000 -2.097 0.972 -0.2 0.3 0.0 1.896
C -0.957 -1.767 2.805 0.0 -0.2 -0.1 -0.867
C -0.064 -3.729 0.922 -0.2 0.1 0.0 -1.250
H -3.425 -2.459 3.351 0.0 0.0 0.0 0.398
H -3.082 -4.109 3.889 0.0 0.0 0.0 0.327
H -0.795 -4.895 3.964 0.0 0.0 0.0 0.296
H 0.521 -3.816 3.479 0.0 0.0 0.0 0.375
H -2.321 -5.750 2.316 0.0 0.0 0.0 0.352
H -2.116 -5.320 0.613 0.0 0.0 0.0 0.387
H -3.441 -1.963 1.003 -0.1 0.0 0.1 0.452
H -2.904 -3.165 -0.161 0.0 0.0 0.0 0.388
H -1.621 -0.930 3.016 0.0 0.0 0.0 -0.321
H 0.049 -1.476 3.106 0.0 0.0 0.0 0.363
H 0.989 -3.544 1.109 0.0 -0.1 0.0 0.115
H -0.169 -4.173 -0.069 0.0 -0.1 0.0 0.673
```
Positions in Å, forces in eV/Å.

Charge: +3
Relative energy (zero: lowest compared OMol25 entry of this formula, charge and spin) (eV): 0.000

Record-wise electronic energy values, in Ha: -4649.35043; -5724.12362